Formula: C27H36N3O4PRuSi
Source: the Open Molecules 2025 dataset
Level of theory: ωB97M-V with the def2-TZVPD basis set

Last column: Mulliken spin population.
Cartesian coordinates (Å):
Ru  -0.148  -0.387  0.658  0.947
O  -0.701  -1.868  2.241  0.019
C  -1.376  -2.888  2.040  -0.002
C  -1.946  -3.322  0.805  0.011
C  -2.651  -4.542  0.848  -0.005
C  -3.207  -5.049  -0.286  0.011
C  -3.091  -4.385  -1.515  -0.003
C  -2.416  -3.199  -1.579  0.012
C  -1.828  -2.617  -0.429  -0.007
O  -1.229  -1.476  -0.606  0.022
N  -3.941  -6.321  -0.219  -0.001
O  -3.982  -6.884  0.854  0.002
O  -4.346  -6.779  -1.266  0.001
H  -1.572  -3.529  2.909  0.002
H  -2.753  -5.081  1.781  0.000
H  -3.539  -4.826  -2.394  0.000
H  -2.310  -2.671  -2.517  0.001
N  1.436  -0.139  2.172  -0.003
C  1.201  0.868  3.175  0.029
C  2.161  1.361  4.008  -0.004
C  1.818  2.300  5.007  0.001
C  0.526  2.708  5.162  0.000
C  -0.483  2.234  4.290  0.003
C  -1.832  2.648  4.366  -0.002
C  -2.725  2.183  3.446  0.004
C  -2.270  1.335  2.422  0.000
N  -1.027  0.918  2.314  0.049
C  -0.135  1.328  3.270  -0.031
H  1.241  -1.048  2.595  0.005
H  2.390  -0.154  1.826  -0.001
H  3.183  1.016  3.922  0.000
H  2.592  2.677  5.661  0.000
H  0.257  3.409  5.941  0.000
H  -2.137  3.331  5.148  0.000
H  -3.768  2.466  3.471  0.000
H  -2.968  0.975  1.676  0.000
C  -3.338  0.939  -0.889  -0.004
C  -2.190  1.941  -0.765  -0.002
P  -0.532  1.191  -0.901  -0.049
C  -0.520  0.561  -2.620  0.001
C  -0.413  1.621  -3.713  0.000
C  0.645  2.591  -0.806  0.001
C  0.200  3.955  -1.327  0.000
H  -4.299  1.438  -0.769  0.000
H  -3.274  0.140  -0.150  0.002
H  -3.338  0.458  -1.866  0.000
H  -2.240  2.521  0.160  0.002
H  -2.244  2.674  -1.574  -0.001
H  -1.428  -0.028  -2.744  0.000
H  0.307  -0.140  -2.677  0.000
H  -1.191  2.382  -3.640  0.000
H  -0.516  1.147  -4.689  0.000
H  0.556  2.121  -3.696  0.000
H  1.545  2.230  -1.307  -0.001
H  0.912  2.668  0.253  0.002
H  -0.004  3.950  -2.396  0.000
H  0.986  4.688  -1.147  0.000
H  -0.694  4.312  -0.815  0.000
C  4.350  -2.309  -2.552  0.003
Si  4.010  -0.537  -2.084  -0.005
C  5.408  0.165  -1.063  0.003
C  3.706  0.514  -3.601  0.002
C  2.472  -0.478  -1.069  0.077
C  1.399  -0.406  -0.490  -0.088
H  5.244  -2.385  -3.174  0.000
H  3.514  -2.732  -3.112  0.000
H  4.504  -2.926  -1.664  0.000
H  6.340  0.177  -1.631  0.000
H  5.574  -0.432  -0.164  0.000
H  5.193  1.190  -0.754  0.000
H  4.598  0.561  -4.230  0.000
H  3.443  1.538  -3.325  0.000
H  2.894  0.105  -4.207  0.000

Atoms 1-2, force components in eV/Å:
-0.3 -0.6 1.0
0.4 0.1 -0.3

Summary:
calculated total energy = -60985.135 eV
spin multiplicity = 2
energy relative to the best compared isomer or geometry (same formula, charge and spin) = 0.921 eV
E_LUMO (spin up / spin down) = -3.39 / -3.52 eV
net charge = +1
⟨S²⟩ = 0.758
Kohn-Sham gap (spin up / spin down) = 0.276 / 0.274 Ha
HOMO energy (spin up / spin down) = -10.898 / -10.983 eV

---

Formula: C15H18Cl6F4O12
Source: the Open Molecules 2025 dataset
Level of theory: ωB97M-V with the def2-TZVPD basis set

Last column: natural (NBO) charge in e.
Cartesian coordinates (Å):
C  -0.325  0.204  0.252  -0.136
C  0.924  0.106  1.093  0.428
O  1.286  1.456  1.234  -0.499
C  0.783  2.145  0.163  0.982
O  1.051  3.267  -0.117  -0.588
O  -0.024  1.344  -0.567  -0.486
F  1.945  -0.517  0.413  -0.353
H  -1.172  0.471  0.890  0.209
H  -0.597  -0.682  -0.310  0.249
H  0.847  -0.427  2.033  0.192
C  -1.661  -5.247  -2.136  -0.129
C  -1.695  -6.028  -0.812  0.431
O  -1.328  -5.098  0.142  -0.490
C  -0.701  -4.030  -0.466  0.978
O  -0.107  -3.204  0.124  -0.567
O  -0.906  -4.071  -1.786  -0.475
F  -0.739  -7.029  -0.851  -0.348
H  -2.645  -4.964  -2.504  0.205
H  -1.086  -5.759  -2.901  0.224
H  -2.650  -6.489  -0.587  0.172
C  -4.886  2.144  -0.904  -0.132
C  -3.428  1.889  -0.528  0.430
O  -3.061  0.817  -1.372  -0.503
C  -3.981  0.646  -2.351  0.972
O  -3.894  -0.130  -3.230  -0.550
O  -5.031  1.488  -2.170  -0.481
F  -3.376  1.412  0.768  -0.352
H  -5.117  3.203  -0.989  0.214
H  -5.583  1.655  -0.228  0.211
H  -2.723  2.705  -0.650  0.191
C  4.581  -0.145  1.896  -0.137
C  5.147  -1.026  0.812  0.431
O  4.895  -2.302  1.302  -0.490
C  4.827  -2.223  2.680  0.967
O  4.750  -3.150  3.391  -0.544
O  4.846  -0.928  3.074  -0.486
F  6.509  -0.858  0.679  -0.352
H  3.493  -0.115  1.790  0.203
H  4.969  0.867  1.903  0.223
H  4.728  -0.830  -0.174  0.177
C  -0.004  5.114  -2.269  -0.388
Cl  -1.729  5.173  -1.806  -0.074
Cl  0.221  5.558  -3.945  -0.010
H  0.531  5.778  -1.604  0.228
H  0.324  4.096  -2.102  0.243
C  -3.581  -1.622  1.935  -0.408
Cl  -1.899  -1.733  2.450  -0.024
Cl  -4.642  -0.992  3.179  -0.007
H  -3.630  -0.969  1.070  0.223
H  -3.901  -2.608  1.616  0.221
C  3.904  4.340  0.634  -0.396
Cl  4.419  2.913  -0.264  -0.033
Cl  3.263  5.608  -0.406  -0.019
H  3.112  4.046  1.313  0.231
H  4.746  4.729  1.193  0.223

Atoms 1-2, force components in eV/Å:
-0.3 0.0 0.4
-0.1 -0.4 -0.4

Summary:
calculated total energy = -126422.434 eV
energy relative to the best compared isomer or geometry (same formula, charge and spin) = 0.000 eV
E_LUMO = 0.05 eV
Kohn-Sham gap = 0.403 Ha
SMILES string = O=C1OC[C@@H](F)O1.O=C1OC[C@@H](F)O1.O=C1OC[C@@H](F)O1.O=C1OC[C@@H](F)O1.ClCCl.ClCCl.ClCCl
HOMO energy = -10.910 eV

---

Formula: C36H34IN5O4S2Tl
Source: the Open Molecules 2025 dataset
Level of theory: ωB97M-V with the def2-TZVPD basis set

Last column: Mulliken charge in e.
Cartesian coordinates (Å):
Tl  -0.288  1.818  -1.243  1.260
C  0.605  -1.545  2.324  -0.110
C  -0.485  -0.552  2.607  0.043
N  -1.092  -0.623  3.764  -0.639
C  -2.063  0.283  4.058  -1.180
C  -2.461  1.257  3.196  1.297
C  -3.511  2.230  3.683  -1.145
O  -4.721  2.230  2.915  -0.515
C  -1.820  1.366  1.922  -0.160
C  -2.318  2.434  1.074  -1.189
N  -1.808  3.030  0.045  -0.249
C  -2.444  4.255  -0.366  0.484
C  -3.116  5.041  0.583  0.017
C  -3.747  6.224  0.248  -0.843
C  -3.696  6.697  -1.054  -0.604
C  -2.986  5.979  -2.000  -0.761
C  -2.369  4.783  -1.655  -0.010
I  -1.312  3.879  -3.212  0.194
C  -0.791  0.455  1.612  0.567
O  -0.102  0.448  0.511  -0.027
H  0.952  -1.976  3.264  0.471
H  1.433  -1.058  1.803  -0.391
H  0.220  -2.350  1.699  0.029
H  -2.508  0.206  5.045  0.356
H  -3.134  3.251  3.640  0.328
H  -3.721  2.013  4.729  0.417
H  -5.178  1.395  3.056  0.343
H  -3.279  2.809  1.405  1.499
H  -3.122  4.733  1.621  0.400
H  -4.262  6.787  1.019  0.401
H  -4.184  7.626  -1.332  0.395
H  -2.899  6.351  -3.011  0.401
S  -1.936  0.029  -2.366  -0.156
C  0.956  -1.346  -2.246  0.189
N  0.602  -2.486  -1.875  0.301
C  1.448  -3.182  -0.860  0.257
C  2.891  -2.816  -1.066  -0.984
N  3.074  -1.341  -1.118  0.867
C  4.322  -0.730  -0.572  -1.386
C  4.170  -0.261  0.854  0.996
C  3.890  -1.160  1.881  -0.328
C  3.795  -0.718  3.189  -0.410
C  3.980  0.632  3.477  -0.575
C  4.263  1.527  2.454  -0.901
C  4.361  1.082  1.143  -0.405
C  2.199  -0.682  -1.720  -0.314
S  2.148  2.784  -0.967  -0.243
C  -0.635  -3.187  -2.362  -1.290
C  -1.461  -3.764  -1.237  0.485
C  -1.510  -5.142  -1.041  -0.407
C  -2.301  -5.677  -0.032  -0.698
C  -3.042  -4.831  0.786  -0.502
C  -2.989  -3.454  0.596  -0.701
C  -2.204  -2.919  -0.415  0.356
H  1.324  -4.253  -0.987  0.706
H  1.089  -2.919  0.129  -0.712
H  3.249  -3.211  -2.018  0.206
H  3.502  -3.236  -0.275  0.650
H  4.577  0.107  -1.214  0.628
H  5.101  -1.487  -0.643  0.581
H  3.753  -2.220  1.673  0.164
H  3.580  -1.423  3.984  0.447
H  3.913  0.980  4.501  0.419
H  4.407  2.580  2.673  0.428
H  4.583  1.783  0.347  0.510
H  -0.285  -3.987  -3.015  0.492
H  -1.202  -2.478  -2.953  0.747
H  -0.940  -5.805  -1.689  0.417
H  -2.345  -6.751  0.109  0.396
H  -3.669  -5.246  1.567  0.404
H  -3.560  -2.791  1.239  0.463
H  -2.174  -1.845  -0.584  -0.099
O  2.972  1.678  -2.037  -0.723
C  2.239  0.659  -2.552  0.552
C  2.758  0.056  -3.919  -0.704
C  1.471  -0.626  -4.490  -0.817
C  0.455  -0.369  -3.340  0.459
O  -0.860  -0.463  -3.661  -0.736
N  0.884  0.916  -2.867  -0.635
H  3.619  -0.618  -3.820  0.290
H  3.061  0.918  -4.509  0.504
H  1.604  -1.685  -4.746  0.316
H  1.081  -0.100  -5.355  0.417

Atoms 1-2, force components in eV/Å:
0.3 -0.1 0.2
0.0 0.3 0.0

Summary:
calculated total energy = -87978.677 eV
energy relative to the best compared isomer or geometry (same formula, charge and spin) = 4.823 eV
E_LUMO = -4.80 eV
net charge = +1
Kohn-Sham gap = 0.198 Ha
HOMO energy = -10.193 eV